Record 1
23
Properties=species:S:1:pos:R:3:forces:R:3:mulliken_charge:R:1 method="wB97M-V/def2-TZVPD" lumo_energy_ev="-14.6 / -19.4" charge=+4 homo_ev="-22.5 / -22.5" spin_multiplicity=6
C -0.835809 -2.585701 2.107206 -1.995 -4.373 4.227 0.0639
Nd 0.017555 -0.923703 0.362730 1.041 -0.486 -0.383 1.8205
Cl 2.023806 -2.367788 0.532455 -0.903 0.687 -0.157 -0.2957
O -0.827169 0.503367 -9.854056 1.288 -1.429 4.017 0.0430
H -1.628035 1.946282 1.925103 0.244 -0.039 0.015 0.2754
C -0.591406 1.434313 3.850543 0.456 0.361 -0.252 -0.6573
O -1.189524 -3.376589 2.873250 1.704 3.701 -3.565 0.0466
C -1.120992 1.134247 2.446485 0.497 -0.172 0.484 -0.2989
C -0.511253 0.168953 -8.807345 -2.083 2.429 -6.631 0.3838
O 0.155398 0.775792 1.688392 -0.036 0.286 0.001 -0.5031
Au -0.056392 -0.281151 -6.942549 0.186 0.654 1.846 0.7003
C 0.620087 0.493016 3.966850 -0.317 -0.513 -0.344 -0.3514
H -1.348980 1.297987 4.618443 -0.010 -0.138 -0.003 0.3999
H 0.258716 -0.552043 4.036674 0.272 0.285 -0.013 0.0974
C 1.344211 0.724621 2.644496 -0.465 0.338 0.632 -0.3042
Cl -0.629846 1.737322 -6.017420 -0.267 1.114 0.436 0.2896
H -1.730759 0.210324 2.421620 -0.023 0.290 0.114 0.3477
H 1.998137 -0.078842 2.274917 -0.071 0.213 0.209 0.3413
H 1.253301 0.665778 4.829113 0.073 0.209 0.101 0.3967
O 0.723044 -3.074592 -7.957357 -1.327 5.542 2.311 -0.0163
H -0.234425 2.478047 3.910489 -0.322 -0.337 -0.109 0.3322
H 1.843322 1.703598 2.604619 -0.162 -0.388 -0.176 0.2874
C 0.467015 -2.033238 -7.514657 2.219 -8.235 -2.762 0.6012

Record 2
11
Properties=species:S:1:pos:R:3:forces:R:3:mulliken_charge:R:1 method="wB97M-V/def2-TZVPD" smiles="[H]/N=C/OCC=O" lumo_energy_ev=0.8 charge=0 homo_ev=-9.7
H 0.845834 0.112724 1.650620 -0.015 -0.053 -0.052 0.3370
C 0.365850 0.919929 1.072541 -0.209 0.442 0.437 0.1162
O 0.591495 -0.380922 -1.042297 0.110 -0.091 -0.232 -0.3524
O -0.187749 1.842311 1.621048 0.299 -0.385 -0.287 -0.4839
N -1.119731 -1.072948 0.292764 0.114 0.009 -0.255 -0.5607
H 1.578874 1.296558 -0.614428 -0.097 0.050 0.031 0.2653
C 0.576507 0.901109 -0.423564 0.005 0.258 -0.108 -0.3272
H -0.355192 -2.094163 -1.404328 -0.041 0.080 0.211 0.3804
H -0.154386 1.558533 -0.907406 0.001 -0.172 0.138 0.2822
C -0.370079 -1.250067 -0.706807 -0.240 -0.192 0.337 0.1235
H -1.771423 -1.833063 0.461858 0.073 0.055 -0.219 0.2196

Record 3
53
Properties=species:S:1:pos:R:3:forces:R:3:mulliken_charge:R:1 method="wB97M-V/def2-TZVPD" lumo_energy_ev="-3.7 / -6.0" charge=+1 homo_ev="-10.4 / -10.4" spin_multiplicity=2
O -1.955293 0.190349 0.222550 -0.383 0.015 -0.148 -0.6171
C -2.530481 1.338965 0.569349 0.073 -0.064 0.093 0.5385
S -0.106040 1.865733 -1.505863 -0.091 -0.062 -0.041 -0.6103
C -2.146494 3.406656 -3.228526 -0.018 0.018 0.073 -0.8665
C -2.208719 -3.719440 1.889229 -0.092 0.032 -0.054 0.1152
C -1.437228 1.202253 -2.360307 0.020 0.020 -0.102 0.1213
N -3.316864 -1.682788 4.607746 0.064 0.023 0.033 -0.4667
N -2.244719 1.958317 -3.110488 0.061 0.021 -0.072 0.2171
C 3.487361 0.243839 -0.583335 -0.018 -0.115 -0.147 -0.3097
C -2.688761 -2.088397 3.732301 -0.133 -0.070 -0.062 0.0347
H 6.040370 0.028198 0.011366 0.009 0.021 -0.002 0.4465
H 4.214054 0.171883 -1.409392 0.003 -0.041 0.003 0.3472
C -1.922940 -2.537274 2.622399 0.108 0.046 0.110 0.0567
H -2.867847 3.734274 -3.970655 -0.005 0.006 0.007 0.3343
C -0.080612 -3.581290 -1.132808 0.046 0.040 -0.052 -0.8104
Ir -0.001675 0.300678 0.227063 -0.352 0.308 -1.350 2.1077
Cl 7.737679 0.239056 2.242868 0.003 0.001 0.004 -0.1324
C 6.059533 0.485427 2.116695 0.008 -0.004 -0.012 0.3751
C -1.958479 -2.481573 -2.117936 0.051 0.035 -0.085 -0.8736
N -1.861985 -0.086276 -2.495705 0.002 -0.011 0.094 0.4919
N -2.404448 -4.636974 1.219711 0.057 -0.012 0.003 -0.4892
H -1.853017 -4.593305 -1.801062 -0.012 -0.002 0.012 0.4300
O 2.307407 0.092555 -0.828232 0.009 0.095 0.371 -0.5593
H -2.937148 -2.526096 -2.564848 0.023 -0.029 -0.031 0.2923
C -2.960235 -0.096000 -3.355802 -0.028 0.016 0.045 -0.2674
C 3.274591 0.879476 1.867414 -0.070 0.013 0.159 0.0042
N -0.377777 1.857860 1.544982 0.312 -0.135 0.322 -0.5917
H 1.412319 -2.215155 -0.420767 -0.041 0.007 0.087 0.3387
C 4.086356 0.485226 0.732918 0.186 -0.009 -0.037 0.8602
H -3.945673 1.582707 -4.373076 0.010 -0.004 -0.013 0.4744
Cl 3.049177 1.507906 4.489681 -0.002 -0.001 0.000 -0.1279
C 0.460299 -2.336338 -0.915131 0.011 -0.054 -0.159 -0.0865
O 2.064631 1.085785 1.767235 0.334 0.113 0.145 -0.4113
H -2.168866 2.957913 1.967847 0.038 0.012 0.009 0.4385
N -0.039551 -1.118565 1.695849 0.177 0.002 0.357 -0.7285
C 3.976577 1.049647 3.142789 0.025 -0.038 0.010 0.4476
H -2.081560 1.312797 2.640255 -0.046 0.020 0.017 0.2740
H 0.162446 1.732361 2.395586 -0.078 0.114 0.076 0.3545
H 5.827287 0.974584 4.200902 0.004 0.008 -0.003 0.4661
H -0.037395 2.696085 1.083998 -0.061 0.128 0.153 0.4519
C -1.837175 1.939913 1.782707 -0.060 0.164 -0.049 -0.6302
C 5.327383 0.850759 3.250464 -0.030 0.000 0.000 -0.6458
H -1.144758 3.689162 -3.543540 -0.005 -0.005 -0.016 0.3635
N -0.156745 -1.186996 -1.256256 -0.050 -0.570 0.488 0.0790
C -1.314881 -1.271380 -1.923910 0.089 0.104 -0.233 0.9651
C -1.344742 -3.645721 -1.694016 -0.030 -0.028 0.025 -0.6894
C -0.919176 -1.749152 2.152875 0.034 -0.077 -0.176 0.6509
H -3.477683 -0.991188 -3.634169 -0.017 0.017 -0.001 0.4015
C -3.189436 1.169482 -3.730992 -0.043 -0.043 0.005 -0.7063
H 0.445640 -4.468898 -0.816120 0.000 0.003 0.017 0.3860
O -3.479082 1.804211 -0.000618 -0.074 -0.023 0.136 -0.6149
H -2.371224 3.864124 -2.266574 0.001 -0.003 0.002 0.3252
C 5.435595 0.314609 0.863323 -0.020 -0.001 -0.012 -0.9546

Record 4
95
Properties=species:S:1:pos:R:3:forces:R:3:mulliken_charge:R:1 method="wB97M-V/def2-TZVPD" lumo_energy_ev=2.0 charge=-1 homo_ev=-4.4
H -1.496782 2.386849 0.480742 -0.137 0.024 -0.127 -0.4749
C -1.957635 -2.440545 -0.236465 0.243 0.195 0.004 -0.4067
C -2.337507 -2.837002 -3.967687 0.028 0.002 0.016 -0.8578
H -1.913713 4.487717 -0.729203 0.000 0.007 0.000 0.4307
H 0.356979 -2.997081 5.645153 0.002 0.005 0.009 0.1909
C -3.143631 -2.729514 0.460947 -0.073 -0.082 -0.102 -0.9967
H -1.979753 2.401073 5.298884 0.005 0.008 0.012 0.3948
H 0.085142 -4.285595 4.481988 0.006 0.003 0.000 0.2291
C -2.849264 -2.445313 1.775256 -0.121 0.046 0.173 0.6252
H 4.363814 -0.508195 -1.856319 0.001 0.005 -0.003 0.4337
H 7.084328 -0.516012 1.447980 0.002 -0.003 -0.004 0.3604
C -2.454131 5.547831 2.436173 -0.006 -0.001 0.018 -0.6704
C -0.010022 -2.578565 -3.445295 0.000 -0.002 -0.007 -0.4476
H 2.572266 -1.351386 -0.359869 0.144 -0.140 -0.051 0.5497
H -3.422823 0.491606 -4.916194 -0.014 -0.010 0.003 0.4614
H -1.243958 -2.267517 4.015055 -0.010 -0.006 0.037 -0.2070
C -2.004921 4.462387 0.349436 -0.009 -0.010 -0.043 -0.9374
C -3.718514 -2.547106 2.986227 0.012 0.013 -0.025 -1.4571
C 3.570865 -1.170754 0.021868 -0.096 0.119 0.123 0.3356
H -1.044527 1.763565 -4.801612 -0.019 0.026 0.001 0.5321
H 0.460163 -2.391201 -1.357302 0.005 0.038 0.003 0.8351
C -0.877936 0.894529 -4.139168 -0.033 -0.063 0.100 -1.3040
H -2.281395 4.336790 4.187427 0.003 -0.012 0.001 0.3118
N -1.105083 -0.120697 3.450919 -0.020 0.065 0.038 0.6160
N 1.485311 -1.328454 2.082195 -0.039 -0.034 0.159 0.2608
C -1.703594 1.713496 4.517815 -0.015 -0.044 0.027 -1.4211
H 6.119766 3.498007 -3.143471 -0.001 0.000 0.000 0.3546
C 3.767069 1.792868 -4.886271 0.063 -0.010 -0.001 -0.5131
C -2.648517 -2.739684 -2.618618 -0.010 -0.003 0.007 -0.3567
H 3.565055 -3.259325 3.738487 -0.004 -0.012 -0.007 0.4829
C -4.445082 0.337734 -3.029495 -0.008 0.001 -0.005 -0.6542
C -4.278370 0.360837 -1.651128 -0.020 -0.026 0.001 -0.9205
H 0.468771 1.768500 -2.828972 -0.034 -0.030 0.031 0.0964
H -2.540884 6.535771 0.531830 0.002 -0.005 -0.007 0.3951
H -4.726566 -2.835657 2.689895 0.004 -0.001 0.000 0.4217
C 2.751325 1.724554 -3.948164 -0.064 -0.066 -0.033 0.4662
Cs 0.601272 0.711096 -0.006663 0.080 -0.062 -0.078 1.8759
N 0.696439 -1.910588 3.011360 0.024 -0.029 -0.096 0.6789
H -2.722492 6.434755 2.997191 0.002 -0.003 0.003 0.3731
C 5.086175 -1.154462 1.878900 -0.024 0.001 0.000 -0.5313
H -3.773933 -1.592684 3.513839 0.001 0.003 -0.003 0.2233
C 6.098092 -0.706086 1.042546 0.000 0.000 -0.024 -0.6198
C 4.575079 -0.705070 -0.812015 -0.026 0.019 -0.025 -0.9744
H -5.102308 0.193884 -0.970802 -0.015 0.009 -0.014 0.4907
C -1.016673 -2.752823 -4.387590 -0.022 0.002 0.016 -0.6183
H -3.682044 -2.778436 -2.295825 -0.002 -0.006 -0.021 0.3435
H -2.841170 0.634004 -0.082921 0.018 -0.032 -0.009 0.1535
H -0.853323 0.021397 -4.801275 -0.025 -0.006 0.010 0.4284
H 1.190660 1.371519 -5.351957 -0.023 0.054 0.007 0.3265
C 2.902726 2.342624 -2.663908 -0.015 -0.069 0.061 0.4760
O 1.995469 2.338300 -1.771561 0.061 0.230 -0.055 -0.8391
C -3.011236 0.601550 -1.156228 0.017 0.066 0.012 -0.0506
C -1.765250 3.277452 1.023281 0.041 -0.028 0.138 0.6330
I 6.467759 2.503744 -6.076049 0.025 -0.001 -0.021 -0.0201
C 5.844364 -0.469508 -0.301788 0.005 0.002 0.015 -0.4858
C 2.729258 -2.697511 3.355040 -0.042 -0.110 -0.002 -1.3139
C 0.836628 -3.597440 4.871858 0.009 -0.023 0.014 -1.3711
C -1.855924 3.203481 2.412263 -0.013 0.065 0.017 0.4663
C -2.093844 0.737802 -3.249792 0.134 0.035 -0.047 0.6759
C -1.598447 1.944964 3.134291 0.069 -0.022 -0.003 0.4144
N -1.025182 -1.984503 0.597001 -0.158 -0.252 -0.029 -0.4381
H 1.783838 -0.081960 -4.577980 -0.010 -0.019 -0.032 0.2721
I 4.468690 3.785234 -0.550679 0.033 0.040 0.098 -0.0054
C 4.174125 2.956886 -2.436554 -0.059 -0.105 -0.196 -0.4109
C 3.804147 -1.377262 1.382273 0.049 -0.034 -0.010 0.1159
C -0.320917 -2.494654 -2.099280 0.024 -0.034 -0.062 -0.1437
C -2.354277 5.606030 1.053948 0.010 0.011 -0.027 -0.4878
C 2.706446 -1.801846 2.270664 0.057 0.097 -0.050 -0.0245
C 1.420059 -2.755384 3.785711 0.042 0.072 0.001 0.6415
H 3.614591 1.329009 -5.855922 -0.005 -0.006 0.003 0.3765
C -1.382856 0.383625 4.675614 0.025 -0.025 -0.023 0.5409
N -1.226693 0.832621 2.504309 -0.276 0.110 0.098 0.5068
H -0.771217 -2.820375 -5.440450 -0.007 -0.004 -0.005 0.3869
C -1.645802 -2.565162 -1.669202 -0.028 0.013 0.052 0.4721
C -3.341380 0.523759 -3.836212 0.012 -0.002 -0.046 -0.7799
H 6.625434 -0.089368 -0.947457 0.000 0.001 -0.003 0.3988
C -2.205713 4.360800 3.107983 -0.003 0.006 -0.003 -0.5694
H -0.292901 -0.765191 6.120084 0.006 -0.010 0.007 0.1566
N -1.571865 -2.010403 1.826640 0.134 0.061 0.004 0.6509
N -1.942922 0.804973 -1.932112 0.016 -0.021 0.105 0.3007
H 1.631597 -4.182631 5.333095 -0.007 -0.004 0.011 0.3776
H -1.613518 0.209256 6.774650 0.007 -0.007 0.004 0.3818
C -1.309814 -0.414994 5.934918 0.013 0.024 -0.012 -1.3055
H -3.130662 -2.968069 -4.694175 -0.003 0.002 0.000 0.3886
H -5.420815 0.162646 -3.466575 -0.002 -0.004 0.003 0.3686
H -1.957424 -1.291566 5.898441 -0.012 0.004 -0.004 0.2572
C 1.501037 0.960386 -4.377321 0.072 0.038 0.109 -0.9589
H 5.276721 -1.304354 2.934943 0.008 0.002 0.002 0.4120
H -4.076201 -3.110398 0.077839 0.004 -0.011 -0.007 0.4686
C 4.971921 2.427022 -4.617590 -0.072 0.012 0.084 -0.4211
C 5.182500 3.010663 -3.375698 0.057 -0.015 -0.026 -0.4597
N 0.380451 0.960310 -3.437828 0.002 0.059 -0.210 0.2272
H 1.023439 -2.505491 -3.761406 -0.001 -0.007 -0.002 0.4372
H -3.338889 -3.288601 3.691128 0.001 -0.006 -0.002 0.2167
B -0.809470 -1.607478 3.111959 0.004 -0.074 -0.078 -1.2442